i | Molecular formula: C2H8O4P
Method: DFT, ωB97M-V/def2-TZVPD

Last columns: bonded neighbours and bond lengths (Å).
CARTESIAN COORDINATES (ANGSTROEM)
1 C 2.498 -0.025 0.632  C2 1.531, H8 1.140, H9 1.060, H10 1.145
2 C 1.737 0.197 -0.679  C1 1.531, O6 1.307, H11 1.119, H12 1.164
3 O -2.407 -1.582 0.616  P7 1.632, H13 0.990
4 O -2.695 0.936 0.977  P7 1.581, H14 0.960
5 O -2.677 -0.005 -1.392  P7 1.588, H15 1.048
6 O 0.618 0.867 -0.611  C2 1.307
7 P -1.987 -0.117 0.034  O3 1.632, O4 1.581, O5 1.588
8 H 2.708 0.925 1.228  C1 1.140
9 H 1.934 -0.693 1.231  C1 1.060
10 H 3.506 -0.564 0.676  C1 1.145
11 H 1.671 -0.604 -1.458  C2 1.119
12 H 2.529 1.002 -0.962  C2 1.164
13 H -2.461 -2.251 -0.112  O3 0.990
14 H -2.457 1.132 1.887  O4 0.960
15 H -2.518 0.781 -2.067  O5 1.048

E_HOMO (spin up / spin down) ... -14.3 / -14.2 eV
Lowest unoccupied orbital energy (spin up / spin down) ... -7.4 / -5.5 eV
Charge ... +1

ii | Molecular formula: C2H8O4P
Method: DFT, ωB97M-V/def2-TZVPD

Last columns: bonded neighbours and bond lengths (Å).
CARTESIAN COORDINATES (ANGSTROEM)
1 C 0.926 1.572 -1.341  O5 1.387, H8 1.128, H9 1.084, H10 1.075
2 C 0.259 -1.788 1.898  O6 1.313, H11 1.285, H12 1.088, H13 1.131
3 O -2.450 1.355 0.627  P7 1.573, H14 0.990
4 O -1.683 -0.172 -1.415  P7 1.555, H15 0.951
5 O -0.312 1.812 -0.764  C1 1.387, P7 1.573
6 O 0.333 -0.535 1.515  C2 1.313
7 P -1.277 0.706 -0.198  O3 1.573, O4 1.555, O5 1.573
8 H 1.291 0.851 -0.555  C1 1.128
9 H 1.484 2.493 -1.216  C1 1.084
10 H 0.741 1.165 -2.319  C1 1.075
11 H -0.966 -2.158 1.781  C2 1.285
12 H 0.409 -1.900 2.970  C2 1.088
13 H 0.986 -2.456 1.348  C2 1.131
14 H -2.136 1.667 1.512  O3 0.990
15 H -2.330 -0.843 -1.225  O4 0.951

E_HOMO (spin up / spin down) ... -14.8 / -14.3 eV
Lowest unoccupied orbital energy (spin up / spin down) ... -6.5 / -5.9 eV
Charge ... +1

Most stable structure: i

i | Molecular formula: C2HN2OS
Method: DFT, ωB97M-V/def2-TZVPD

Last columns: bonded neighbours and bond lengths (Å).
CARTESIAN COORDINATES (ANGSTROEM)
1 C -0.202 -1.562 0.356  N3 1.143, N4 1.287
2 C 2.141 0.151 0.423  O5 1.212, S6 1.580
3 N -0.645 -2.294 1.114  C1 1.143
4 N 0.094 -0.508 -0.321  C1 1.287, H7 1.045
5 O 1.911 0.960 1.296  C2 1.212
6 S 3.004 -0.780 -0.518  C2 1.580
7 H 0.316 -0.721 -1.320  N4 1.045

E_HOMO ... -3.5 eV
Lowest unoccupied orbital energy ... 3.3 eV
Charge ... -1

ii | Molecular formula: C2HN2OS
Method: DFT, ωB97M-V/def2-TZVPD

Last columns: bonded neighbours and bond lengths (Å).
CARTESIAN COORDINATES (ANGSTROEM)
1 N -2.020 -1.716 0.443  C2 1.158
2 C -1.013 -1.192 0.214  N1 1.158, N3 1.290
3 N 0.053 -0.543 -0.112  C2 1.290, C4 1.740, H7 1.011
4 C 1.704 -1.071 0.032  N3 1.740, O5 1.192, S6 1.629
5 O 1.838 -2.249 -0.088  C4 1.192
6 S 2.649 0.231 0.290  C4 1.629
7 H 0.042 0.455 0.050  N3 1.011

E_HOMO ... -4.5 eV
SMILES ... N#CNC([O-])=S
Lowest unoccupied orbital energy ... 3.6 eV
Charge ... -1

Most stable structure: ii

i | Molecular formula: C16H52O10
Method: DFT, ωB97M-V/def2-TZVPD

Last columns: bonded neighbours and bond lengths (Å).
CARTESIAN COORDINATES (ANGSTROEM)
1 C 0.069 3.652 -0.290  C2 1.513, H5 1.093, H6 1.092, H7 1.090
2 C 1.343 3.354 -1.050  C1 1.513, C3 1.521, O4 1.461, H8 1.094
3 C 1.399 4.069 -2.392  C2 1.521, H9 1.092, H10 1.092, H11 1.089
4 O 2.477 3.765 -0.226  C2 1.461, H12 0.961
5 H -0.815 3.330 -0.847  C1 1.093
6 H -0.018 4.727 -0.121  C1 1.092
7 H 0.043 3.153 0.679  C1 1.090
8 H 1.483 2.279 -1.196  C2 1.094
9 H 1.279 5.141 -2.223  C3 1.092
10 H 0.570 3.737 -3.020  C3 1.092
11 H 2.313 3.820 -2.928  C3 1.089
12 H 2.808 4.592 -0.588  O4 0.961
13 C 4.238 -0.849 0.886  C14 1.517, H17 1.096, H18 1.092, H19 1.087
14 C 3.925 0.622 1.083  C13 1.517, C15 1.518, O16 1.447, H20 1.096
15 C 4.832 1.569 0.320  C14 1.518, H21 1.087, H22 1.091, H23 1.098
16 O 2.568 0.857 0.637  C14 1.447, H24 0.968
17 H 4.677 -1.021 -0.103  C13 1.096
18 H 3.313 -1.431 0.871  C13 1.092
19 H 4.907 -1.260 1.638  C13 1.087
20 H 3.972 0.909 2.140  C14 1.096
21 H 5.045 2.483 0.868  C15 1.087
22 H 4.417 1.812 -0.659  C15 1.091
23 H 5.803 1.113 0.086  C15 1.098
24 H 2.544 1.797 0.405  O16 0.968
25 C -0.822 -1.950 -0.418  C26 1.519, H29 1.094, H30 1.095, H31 1.089
26 C -0.554 -0.466 -0.598  C25 1.519, C27 1.535, O28 1.427, H32 1.097
27 C -0.721 0.291 0.727  C26 1.535, H33 1.096, H34 1.088, H35 1.091
28 O 0.704 -0.213 -1.224  C26 1.427, H36 0.969
29 H -1.808 -2.059 0.040  C25 1.094
30 H -0.107 -2.383 0.289  C25 1.095
31 H -0.805 -2.524 -1.344  C25 1.089
32 H -1.314 -0.053 -1.274  C26 1.097
33 H -0.393 -0.319 1.575  C27 1.096
34 H -1.757 0.589 0.873  C27 1.088
35 H -0.075 1.170 0.721  C27 1.091
36 H 1.391 -0.123 -0.547  O28 0.969
37 C -2.408 2.901 3.228  O38 1.419, H39 1.093, H40 1.086, H41 1.098
38 O -1.711 4.042 2.752  C37 1.419, H42 0.965
39 H -2.311 2.801 4.312  C37 1.093
40 H -3.450 3.010 2.943  C37 1.086
41 H -2.040 1.978 2.760  C37 1.098
42 H -0.823 4.018 3.130  O38 0.965
43 C -1.687 -5.056 1.038  O44 1.418, H45 1.091, H46 1.093, H47 1.096
44 O -0.433 -5.718 0.989  C43 1.418, H48 0.963
45 H -1.548 -4.120 1.581  C43 1.091
46 H -2.003 -4.830 0.016  C43 1.093
47 H -2.474 -5.590 1.583  C43 1.096
48 H -0.458 -6.319 0.238  O44 0.963
49 C 0.293 -0.987 -4.499  O50 1.421, H51 1.096, H52 1.090, H53 1.094
50 O -0.125 0.278 -4.004  C49 1.421, H54 0.963
51 H -0.531 -1.489 -5.019  C49 1.096
52 H 1.120 -0.870 -5.199  C49 1.090
53 H 0.616 -1.649 -3.691  C49 1.094
54 H -0.093 0.235 -3.043  O50 0.963
55 C -3.782 -2.026 2.509  O56 1.438, H57 1.094, H58 1.085, H59 1.088
56 O -3.613 -1.398 3.791  C55 1.438, H60 0.960
57 H -3.704 -3.110 2.629  C55 1.094
58 H -4.784 -1.778 2.173  C55 1.085
59 H -3.011 -1.688 1.819  C55 1.088
60 H -2.693 -1.145 3.895  O56 0.960
61 C -4.419 0.467 -2.854  O62 1.410, H63 1.093, H64 1.090, H65 1.097
62 O -4.041 1.032 -1.619  C61 1.410, H66 0.960
63 H -4.085 -0.569 -2.949  C61 1.093
64 H -5.503 0.522 -2.944  C61 1.090
65 H -4.014 1.019 -3.712  C61 1.097
66 H -3.257 1.575 -1.732  O62 0.960
67 C 0.372 -5.975 -2.289  O68 1.423, H69 1.096, H70 1.088, H71 1.088
68 O -0.363 -7.142 -1.938  C67 1.423, H72 0.960
69 H 1.405 -6.092 -1.942  C67 1.096
70 H 0.381 -5.739 -3.351  C67 1.088
71 H -0.037 -5.141 -1.721  C67 1.088
72 H -0.322 -7.808 -2.628  O68 0.960
73 C 1.437 2.747 3.269  O74 1.420, H75 1.093, H76 1.093, H77 1.091
74 O 0.937 3.938 3.861  C73 1.420, H78 0.959
75 H 2.050 2.974 2.393  C73 1.093
76 H 2.017 2.141 3.970  C73 1.093
77 H 0.594 2.131 2.954  C73 1.091
78 H 1.571 4.251 4.508  O74 0.959

E_HOMO ... -9.8 eV
SMILES ... CC(C)O.CC(C)O.CC(C)O.CO.CO.CO.CO.CO.CO.CO
Lowest unoccupied orbital energy ... 0.5 eV
Charge ... 0

ii | Molecular formula: C16H52O10
Method: DFT, ωB97M-V/def2-TZVPD

Last columns: bonded neighbours and bond lengths (Å).
CARTESIAN COORDINATES (ANGSTROEM)
1 C 6.781 10.016 10.263  C2 1.542, H5 1.090, H6 1.090, H7 1.090
2 C 6.998 11.393 9.604  C1 1.542, C3 1.515, O4 1.399, H8 1.090
3 C 5.984 11.775 8.544  C2 1.515, H9 1.090, H10 1.090, H11 1.090
4 O 6.962 12.310 10.659  C2 1.399, H12 0.960
5 H 6.855 9.140 9.618  C1 1.090
6 H 5.851 9.965 10.828  C1 1.090
7 H 7.529 9.753 11.011  C1 1.090
8 H 8.021 11.422 9.228  C2 1.090
9 H 6.224 12.748 8.116  C3 1.090
10 H 4.962 11.992 8.853  C3 1.090
11 H 5.821 10.987 7.809  C3 1.090
12 H 7.648 12.131 11.307  O4 0.960
13 C 6.618 7.512 7.157  C14 1.499, H17 1.090, H18 1.090, H19 1.090
14 C 7.485 6.558 7.922  C13 1.499, C15 1.527, O16 1.419, H20 1.090
15 C 6.921 5.159 8.161  C14 1.527, H21 1.090, H22 1.090, H23 1.090
16 O 8.720 6.401 7.241  C14 1.419, H24 0.960
17 H 6.414 7.143 6.152  C13 1.090
18 H 7.046 8.502 6.998  C13 1.090
19 H 5.665 7.664 7.665  C13 1.090
20 H 7.779 6.993 8.877  C14 1.090
21 H 7.593 4.503 8.715  C15 1.090
22 H 6.572 4.655 7.260  C15 1.090
23 H 6.023 5.342 8.751  C15 1.090
24 H 8.583 6.036 6.364  O16 0.960
25 C 9.144 10.246 6.060  C26 1.547, H29 1.090, H30 1.090, H31 1.090
26 C 10.124 9.828 7.182  C25 1.547, C27 1.528, O28 1.425, H32 1.090
27 C 10.849 11.024 7.797  C26 1.528, H33 1.090, H34 1.090, H35 1.090
28 O 9.538 9.102 8.259  C26 1.425, H36 0.960
29 H 8.637 9.438 5.534  C25 1.090
30 H 9.625 10.840 5.282  C25 1.090
31 H 8.374 10.765 6.631  C25 1.090
32 H 10.909 9.153 6.842  C26 1.090
33 H 10.129 11.615 8.363  C27 1.090
34 H 11.255 11.649 7.001  C27 1.090
35 H 11.650 10.645 8.432  C27 1.090
36 H 9.241 8.299 7.825  O28 0.960
37 C 7.315 6.642 14.759  C38 1.538, H41 1.090, H42 1.090, H43 1.090
38 C 7.818 7.875 13.989  C37 1.538, C39 1.590, O40 1.435, H44 1.090
39 C 9.407 7.942 14.010  C38 1.590, H45 1.090, H46 1.090, H47 1.090
40 O 7.358 7.694 12.642  C38 1.435, H48 0.960
41 H 7.876 5.757 14.458  C37 1.090
42 H 6.296 6.444 14.428  C37 1.090
43 H 7.358 6.697 15.847  C37 1.090
44 H 7.434 8.819 14.375  C38 1.090
45 H 9.764 8.101 15.028  C39 1.090
46 H 9.701 8.823 13.439  C39 1.090
47 H 9.880 7.050 13.600  C39 1.090
48 H 6.419 7.867 12.742  O40 0.960
49 C 13.184 8.010 8.594  C50 1.545, H52 1.090, H53 1.090, H54 1.090
50 C 13.892 6.767 9.180  C49 1.545, O51 1.402, H55 1.090, H56 1.090
51 O 13.121 6.309 10.257  C50 1.402, H57 0.960
52 H 13.973 8.645 8.192  C49 1.090
53 H 12.692 8.633 9.340  C49 1.090
54 H 12.446 7.740 7.838  C49 1.090
55 H 14.885 6.984 9.574  C50 1.090
56 H 14.014 5.995 8.420  C50 1.090
57 H 12.287 6.015 9.884  O51 0.960
58 C 9.721 12.814 14.003  C59 1.524, H61 1.090, H62 1.090, H63 1.090
59 C 9.797 11.342 13.621  C58 1.524, O60 1.424, H64 1.090, H65 1.090
60 O 9.391 11.171 12.267  C59 1.424, H66 0.960
61 H 9.971 12.967 15.053  C58 1.090
62 H 8.697 13.183 13.952  C58 1.090
63 H 10.313 13.508 13.406  C58 1.090
64 H 9.101 10.748 14.214  C59 1.090
65 H 10.827 10.984 13.624  C59 1.090
66 H 9.674 10.309 11.954  O60 0.960
67 O 10.732 5.526 9.454  H68 0.957, H69 0.957
68 H 10.047 5.719 10.094  O67 0.957
69 H 10.261 5.383 8.633  O67 0.957
70 O 12.537 8.649 11.886  H71 0.957, H72 0.957
71 H 11.737 8.746 11.369  O70 0.957
72 H 12.909 7.815 11.598  O70 0.957
73 O 10.193 8.742 10.763  H74 0.957, H75 0.957
74 H 9.973 8.972 9.861  O73 0.957
75 H 9.535 8.094 11.014  O73 0.957
76 O 8.637 5.624 11.374  H77 0.957, H78 0.957
77 H 8.415 4.778 11.762  O76 0.957
78 H 8.146 6.262 11.891  O76 0.957

E_HOMO ... -9.3 eV
SMILES ... CC(C)O.CC(C)O.CC(C)O.CC(C)O.CCO.CCO.O.O.O.O
Lowest unoccupied orbital energy ... 0.2 eV
Charge ... 0

Most stable structure: ii

i | Molecular formula: C14H21N3O
Method: DFT, ωB97M-V/def2-TZVPD

Last columns: bonded neighbours and bond lengths (Å).
CARTESIAN COORDINATES (ANGSTROEM)
1 C -5.434 -2.400 0.388  C2 1.524, H19 1.087, H20 1.088, H21 1.088
2 C -5.276 -1.118 -0.420  C1 1.524, C3 1.527, H22 1.092, H23 1.093
3 C -4.042 -0.326 0.010  C2 1.527, C4 1.527, H24 1.091, H25 1.093
4 C -3.882 0.955 -0.804  C3 1.527, C5 1.530, H26 1.093, H27 1.093
5 C -2.756 1.871 -0.319  C4 1.530, C6 1.535, H28 1.092, H29 1.092
6 C -1.351 1.268 -0.455  C5 1.535, C7 1.534, H30 1.091, H31 1.093
7 C -0.840 0.641 0.849  C6 1.534, C8 1.517, H32 1.092, H33 1.089
8 C 0.526 0.024 0.619  C7 1.517, O9 1.210, N10 1.371
9 O 0.698 -1.152 0.392  C8 1.210
10 N 1.531 0.955 0.663  C8 1.371, N11 1.351, H34 1.012
11 N 2.862 0.834 0.469  N10 1.351, C12 1.275
12 C 3.440 -0.272 0.209  N11 1.275, C13 1.451, H35 1.087
13 C 4.878 -0.292 0.021  C12 1.451, C14 1.398, C18 1.398
14 C 5.664 0.859 0.117  C13 1.398, C15 1.381, H36 1.079
15 C 7.029 0.757 -0.073  C14 1.381, C16 1.389, H37 1.079
16 C 7.566 -0.493 -0.354  C15 1.389, N17 1.323, H38 1.082
17 N 6.835 -1.591 -0.448  C16 1.323, C18 1.318
18 C 5.533 -1.493 -0.267  C13 1.398, N17 1.318, H39 1.083
19 H -6.314 -2.951 0.064  C1 1.087
20 H -5.543 -2.172 1.446  C1 1.088
21 H -4.563 -3.039 0.264  C1 1.088
22 H -5.192 -1.366 -1.481  C2 1.092
23 H -6.166 -0.497 -0.296  C2 1.093
24 H -3.162 -0.958 -0.116  C3 1.091
25 H -4.133 -0.074 1.070  C3 1.093
26 H -3.706 0.696 -1.850  C4 1.093
27 H -4.819 1.517 -0.760  C4 1.093
28 H -2.937 2.144 0.723  C5 1.092
29 H -2.802 2.790 -0.908  C5 1.092
30 H -1.354 0.508 -1.238  C6 1.091
31 H -0.650 2.049 -0.762  C6 1.093
32 H -0.788 1.399 1.633  C7 1.092
33 H -1.514 -0.152 1.171  C7 1.089
34 H 1.277 1.916 0.858  N10 1.012
35 H 2.924 -1.224 0.116  C12 1.087
36 H 5.190 1.803 0.338  C14 1.079
37 H 7.667 1.625 -0.006  C15 1.079
38 H 8.629 -0.625 -0.510  C16 1.082
39 H 4.976 -2.417 -0.353  C18 1.083

E_HOMO ... -8.7 eV
SMILES ... CCCCCCCC(=O)N/N=C/c1cccnc1
Lowest unoccupied orbital energy ... 0.3 eV
Charge ... 0

ii | Molecular formula: C14H21N3O
Method: DFT, ωB97M-V/def2-TZVPD

Last columns: bonded neighbours and bond lengths (Å).
CARTESIAN COORDINATES (ANGSTROEM)
1 C -3.742 -1.167 4.060  C2 1.524, H19 1.087, H20 1.088, H21 1.088
2 C -2.835 0.031 4.320  C1 1.524, C3 1.530, H22 1.093, H23 1.091
3 C -3.019 1.158 3.303  C2 1.530, C4 1.531, H24 1.092, H25 1.093
4 C -2.697 0.783 1.854  C3 1.531, C5 1.529, H26 1.092, H27 1.093
5 C -1.275 0.272 1.617  C4 1.529, C6 1.527, H28 1.093, H29 1.092
6 C -0.202 1.297 1.975  C5 1.527, C7 1.530, H30 1.091, H31 1.091
7 C 1.193 0.808 1.577  C6 1.530, C8 1.520, H32 1.093, H33 1.091
8 C 1.344 0.812 0.065  C7 1.520, O9 1.210, N10 1.371
9 O 1.013 1.748 -0.627  C8 1.210
10 N 1.904 -0.339 -0.426  C8 1.371, N11 1.352, H34 1.012
11 N 2.243 -0.686 -1.688  N10 1.352, C12 1.275
12 C 2.046 0.058 -2.704  N11 1.275, C13 1.451, H35 1.087
13 C 2.456 -0.410 -4.015  C12 1.451, C14 1.398, C18 1.398
14 C 3.071 -1.649 -4.213  C13 1.398, C15 1.381, H36 1.079
15 C 3.435 -2.019 -5.493  C14 1.381, C16 1.389, H37 1.079
16 C 3.174 -1.140 -6.536  C15 1.389, N17 1.323, H38 1.082
17 N 2.592 0.036 -6.365  C16 1.323, C18 1.318
18 C 2.245 0.388 -5.143  C13 1.398, N17 1.318, H39 1.083
19 H -3.482 -1.659 3.127  C1 1.087
20 H -4.781 -0.851 4.005  C1 1.088
21 H -3.647 -1.893 4.864  C1 1.088
22 H -3.057 0.431 5.313  C2 1.093
23 H -1.794 -0.296 4.329  C2 1.091
24 H -2.398 2.005 3.602  C3 1.092
25 H -4.059 1.493 3.339  C3 1.093
26 H -3.400 0.019 1.516  C4 1.092
27 H -2.855 1.667 1.232  C4 1.093
28 H -1.179 0.022 0.557  C5 1.093
29 H -1.110 -0.645 2.186  C5 1.092
30 H -0.402 2.232 1.449  C6 1.091
31 H -0.216 1.495 3.048  C6 1.091
32 H 1.944 1.497 1.973  C7 1.093
33 H 1.381 -0.184 1.991  C7 1.091
34 H 2.149 -1.071 0.228  N10 1.012
35 H 1.585 1.041 -2.664  C12 1.087
36 H 3.249 -2.290 -3.363  C14 1.079
37 H 3.913 -2.968 -5.684  C15 1.079
38 H 3.440 -1.384 -7.556  C16 1.082
39 H 1.773 1.359 -5.051  C18 1.083

E_HOMO ... -8.8 eV
SMILES ... CCCCCCCC(=O)N/N=C/c1cccnc1
Lowest unoccupied orbital energy ... 0.3 eV
Charge ... 0

Most stable structure: ii